# 1
47
Properties=species:S:1:pos:R:3 method="wB97M-V/def2-TZVPD" charge=+1 s2=0.76 e_tot_ev=-84132.0639 spin_multiplicity=2 de_lowest_ev=3.269
O 4.289 2.339 -1.795
H 4.456 2.763 -2.658
Yb 0.105 0.073 0.129
N -1.776 -0.488 -0.791
N 0.640 -0.465 -1.857
O -3.069 -0.468 -0.177
O 1.976 -0.508 -2.325
C -1.684 -0.912 -2.078
C -0.349 -0.961 -2.627
C -2.867 -1.334 -2.836
C -0.074 -1.491 -3.972
H -3.819 -0.904 -2.500
H -2.980 -2.432 -2.809
H -2.759 -1.045 -3.893
H 0.950 -1.853 -4.129
H -0.268 -0.724 -4.740
H -0.734 -2.342 -4.184
H -2.872 -0.158 0.743
H 2.451 0.075 -1.685
O 0.223 -2.317 0.473
H -0.618 -1.828 0.309
H 0.961 -1.870 0.010
C 2.959 2.751 -1.430
H 2.773 2.606 -0.357
H 2.201 2.333 -2.113
H 2.917 3.823 -1.578
O -0.934 2.143 -0.102
H -1.295 1.400 -0.664
H -0.814 1.790 0.816
N -3.018 1.041 2.607
C -1.805 0.562 3.018
N -0.742 0.278 2.287
C 0.459 0.207 3.075
C 0.185 0.272 4.430
S -1.487 0.509 4.744
C 1.780 0.220 2.526
C 2.892 0.320 3.340
S 4.351 0.328 2.455
C 3.445 0.121 0.948
N 2.142 0.164 1.132
N 4.204 -0.145 -0.152
H -3.747 1.242 3.300
H -3.121 1.532 1.724
H 0.906 0.255 5.243
H 2.900 0.387 4.426
H 5.224 -0.024 -0.101
H 3.923 -0.838 -0.836

=====

# 2
15
Properties=species:S:1:pos:R:3 method="wB97M-V/def2-TZVPD" e_tot_ev=-20895.2638 spin_multiplicity=1 de_lowest_ev=2.814
C -2.029 1.038 0.376
C -1.676 -0.445 0.025
C -0.627 -1.161 0.490
C 0.590 -0.414 0.937
C 1.404 0.049 -0.275
H -1.234 1.528 -1.079
H -2.996 1.461 0.187
H -1.945 1.099 1.521
H -0.493 -2.243 0.305
H 0.542 0.504 1.485
H 1.427 -1.046 1.449
H 0.741 0.712 -0.890
O -0.910 1.648 -0.141
F -2.668 -1.052 -0.757
S 3.080 -0.008 -0.272

=====

# 3
80
Properties=species:S:1:pos:R:3 method="wB97M-V/def2-TZVPD" charge=+1 e_tot_ev=-67177.7283 spin_multiplicity=1
C 4.045 2.233 0.561
C 3.353 2.921 -0.645
B 2.862 4.344 -0.380
O 3.281 5.442 -1.014
N 1.792 4.670 0.800
C 0.341 4.488 0.505
F -0.305 4.745 1.624
F 0.037 5.399 -0.407
C -0.057 3.060 0.027
F -1.354 2.888 0.197
F 0.625 2.171 0.755
F 0.253 2.923 -1.261
H 3.859 1.164 0.523
H 3.729 2.628 1.526
H 5.121 2.383 0.484
H 2.538 2.281 -0.989
H 4.046 2.986 -1.484
H 2.764 6.254 -1.013
H 1.892 5.663 1.037
H 2.026 4.160 1.663
F 3.952 4.290 3.070
C 3.853 5.440 3.804
C 3.925 5.355 5.176
C 3.814 6.534 5.901
C 3.630 7.750 5.257
C 3.557 7.799 3.873
C 3.675 6.630 3.133
H 4.068 4.398 5.657
H 3.874 6.498 6.980
H 3.546 8.660 5.835
H 3.415 8.745 3.366
H 3.658 6.652 2.048
F 4.984 2.020 -3.241
C 4.930 2.477 -4.519
C 5.981 2.192 -5.364
C 5.915 2.664 -6.668
C 4.820 3.402 -7.097
C 3.779 3.670 -6.219
C 3.827 3.205 -4.912
H 6.822 1.616 -5.006
H 6.726 2.450 -7.351
H 4.777 3.764 -8.114
H 2.923 4.242 -6.552
H 3.023 3.392 -4.212
F 2.890 -0.856 -0.146
C 1.664 -1.278 0.249
C 0.721 -1.556 -0.718
C -0.538 -1.973 -0.306
C -0.828 -2.096 1.047
C 0.145 -1.807 1.995
C 1.410 -1.393 1.601
H 0.974 -1.456 -1.765
H -1.291 -2.209 -1.045
H -1.810 -2.424 1.359
H -0.078 -1.909 3.049
H 2.189 -1.173 2.318
F -1.117 -4.628 -1.847
C -2.323 -5.085 -1.437
C -3.303 -5.311 -2.382
C -4.538 -5.773 -1.947
C -4.772 -5.995 -0.596
C -3.764 -5.758 0.327
C -2.521 -5.299 -0.088
H -3.096 -5.130 -3.427
H -5.321 -5.961 -2.670
H -5.739 -6.346 -0.266
H -3.943 -5.930 1.381
H -1.714 -5.116 0.609
F -7.893 -5.936 0.948
C -8.436 -7.151 1.197
C -9.803 -7.246 1.355
C -10.348 -8.496 1.612
C -9.532 -9.615 1.709
C -8.160 -9.486 1.546
C -7.598 -8.244 1.284
H -10.416 -6.359 1.279
H -11.418 -8.593 1.737
H -9.965 -10.585 1.912
H -7.520 -10.355 1.621
H -6.531 -8.123 1.152